(1)
{
  "formula": "C26H40F24Li3N4O26S12",
  "method": "wB97M-V/def2-TZVPD",
  "elements": ["Li", "Li", "Li", "N", "S", "O", "O", "F", "S", "O", "O", "F", "N", "S", "O", "O", "F", "S", "O", "O", "F", "N", "S", "O", "O", "F", "S", "O", "O", "F", "N", "S", "O", "O", "F", "S", "O", "O", "F", "C", "C", "C", "S", "O", "O", "C", "H", "H", "H", "H", "H", "H", "H", "H", "C", "C", "C", "S", "O", "O", "C", "H", "H", "H", "H", "H", "H", "H", "H", "C", "C", "C", "S", "O", "O", "C", "H", "H", "H", "H", "H", "H", "H", "H", "C", "C", "C", "S", "O", "O", "C", "H", "H", "H", "H", "H", "H", "H", "H", "C", "C", "C", "F", "F", "F", "F", "O", "C", "C", "F", "F", "F", "F", "H", "H", "H", "H", "C", "C", "C", "F", "F", "F", "F", "O", "C", "C", "F", "F", "F", "F", "H", "H", "H", "H"],
  "xyz": [[1.337, -1.388, 2.296], [1.789, 0.809, 2.645], [1.235, 2.829, -1.650], [1.895, 3.009, -3.422], [1.558, 1.731, -4.465], [2.255, 0.462, -4.465], [0.847, 2.054, -5.680], [0.307, 1.397, -3.461], [3.360, 2.865, -3.752], [3.641, 3.327, -5.113], [4.327, 2.000, -3.075], [3.591, 4.272, -2.944], [-4.308, 3.315, 2.471], [-4.697, 2.345, 3.851], [-3.963, 2.759, 5.066], [-5.069, 0.927, 3.791], [-6.044, 3.119, 4.198], [-4.552, 2.075, 1.534], [-5.909, 1.975, 1.112], [-3.668, 0.944, 1.516], [-3.992, 2.818, 0.241], [1.261, 0.014, 0.871], [1.921, -0.404, -0.630], [2.005, 0.620, -1.686], [1.710, -1.722, -1.059], [3.403, -0.419, -0.097], [-0.081, 0.416, 0.227], [-0.914, -0.554, -0.429], [-0.113, 1.826, -0.220], [-0.808, 0.483, 1.656], [0.326, 4.644, -1.442], [0.640, 5.487, -0.157], [0.868, 4.731, 1.033], [0.061, 6.829, 0.113], [2.152, 5.949, -0.659], [-1.399, 4.857, -1.284], [-1.935, 5.895, -2.212], [-2.048, 4.596, -0.036], [-1.753, 3.452, -2.024], [0.860, 4.904, 5.816], [0.015, 3.760, 6.463], [-0.984, 3.413, 5.319], [-0.115, 3.256, 3.750], [-0.982, 4.017, 2.809], [0.289, 1.805, 3.603], [1.295, 4.247, 4.423], [1.833, 5.074, 6.277], [0.297, 5.836, 5.771], [-0.465, 4.063, 7.393], [0.611, 2.847, 6.466], [-1.692, 4.222, 5.139], [-1.685, 2.612, 5.552], [1.661, 4.735, 3.519], [1.909, 3.397, 4.717], [-4.163, -2.886, 3.895], [-4.195, -3.277, 2.380], [-3.026, -2.727, 1.547], [-1.734, -3.245, 2.812], [-0.638, -2.395, 2.477], [-1.604, -4.712, 2.785], [-2.663, -2.654, 4.313], [-4.581, -3.608, 4.597], [-4.812, -2.055, 4.173], [-5.091, -2.977, 1.836], [-4.103, -4.347, 2.562], [-2.960, -1.640, 1.520], [-2.835, -3.268, 0.620], [-2.467, -1.584, 4.243], [-2.323, -3.198, 5.194], [6.370, 3.054, 1.054], [5.918, 4.442, 0.795], [4.545, 4.356, 1.247], [3.772, 2.666, 0.866], [2.751, 2.838, -0.205], [3.421, 1.986, 2.124], [5.429, 2.154, 0.293], [6.503, 2.737, 2.088], [7.308, 3.067, 0.499], [6.015, 4.636, -0.273], [6.374, 5.332, 1.228], [3.846, 5.068, 0.810], [4.470, 4.556, 2.316], [5.472, 2.317, -0.784], [5.534, 1.070, 0.266], [4.439, -5.368, 0.212], [4.803, -5.709, 1.749], [4.084, -4.719, 2.704], [2.450, -4.269, 1.845], [2.375, -2.826, 1.588], [1.315, -5.002, 2.395], [2.937, -5.062, 0.195], [4.710, -6.338, -0.205], [5.069, -4.562, -0.165], [5.887, -5.769, 1.839], [4.628, -6.733, 2.080], [4.634, -3.845, 3.052], [3.903, -5.056, 3.725], [2.610, -4.374, -0.585], [2.489, -6.055, 0.181], [-1.050, -4.513, -3.645], [-0.518, -3.412, -2.757], [0.493, -2.567, -3.604], [1.756, -2.986, -3.451], [0.339, -2.561, -4.887], [-1.579, -2.794, -2.285], [0.081, -3.804, -1.739], [-0.282, -5.686, -3.842], [-0.707, -6.733, -4.820], [0.459, -7.671, -4.958], [0.044, -8.590, -5.725], [1.552, -7.095, -5.295], [-1.731, -7.390, -4.149], [-1.126, -6.125, -5.922], [-1.242, -4.033, -4.605], [-2.001, -4.885, -3.264], [0.393, -1.510, -3.359], [0.777, -8.140, -4.027], [-4.591, 1.074, -4.081], [-3.634, 1.485, -5.200], [-2.575, 2.473, -4.775], [-1.875, 2.880, -5.835], [-3.177, 3.516, -4.172], [-3.096, 0.390, -5.815], [-4.506, 1.841, -6.224], [-3.826, 0.428, -3.070], [-4.503, -0.068, -1.949], [-5.177, -1.431, -2.197], [-4.594, -2.311, -2.862], [-5.778, -1.940, -1.123], [-3.584, -0.208, -0.969], [-5.461, 0.850, -1.559], [-5.270, 0.361, -4.549], [-5.069, 1.992, -3.741], [-1.823, 1.829, -4.320], [-6.065, -1.214, -2.791]],
  "forces_ev_per_a": [[-0.697, -1.409, 0.037], [0.166, 1.513, 0.374], [-0.509, -0.623, 1.120], [-1.662, -3.528, -2.212], [-7.061, -2.966, -0.772], [0.563, 1.877, 0.170], [1.519, 0.543, 1.101], [-0.356, -0.468, -0.547], [8.530, 6.082, 0.987], [-0.119, -1.998, 1.026], [-1.989, 0.639, -1.154], [1.134, -0.090, 0.288], [-0.090, -3.595, 4.191], [0.225, 2.616, 4.332], [-0.074, -0.996, -2.285], [0.586, 2.251, -0.290], [-0.851, -0.394, -0.339], [1.169, 0.653, -7.137], [-1.148, -1.168, 0.951], [-0.493, -0.121, 1.216], [0.365, 0.424, -0.306], [2.854, -1.745, -2.416], [3.473, 2.132, -1.882], [-0.654, -1.588, 2.599], [-0.603, -1.346, 0.223], [0.548, -0.011, 0.424], [-7.347, 4.780, 1.300], [1.376, 0.157, -0.346], [0.401, -2.746, 0.355], [0.083, 0.154, -0.505], [-3.822, 1.329, 0.912], [3.333, 4.361, 2.588], [0.530, -0.358, -0.205], [0.327, -2.915, -1.486], [-0.578, -0.566, 0.398], [-3.174, -0.926, -4.190], [1.890, -2.474, 2.533], [1.417, 1.175, -0.250], [0.750, 0.923, -0.094], [0.515, -1.284, -1.366], [0.046, 0.307, -2.481], [-1.161, 0.280, 1.158], [-2.619, 0.652, 0.659], [2.334, -2.245, 1.448], [0.160, 2.550, -0.319], [-0.920, -0.935, -0.150], [-0.194, 0.176, 0.474], [0.045, -0.096, -0.331], [0.099, -0.386, -0.069], [0.333, 0.093, 1.102], [0.235, 0.308, -0.123], [0.498, -0.473, -0.265], [0.272, 0.649, 0.508], [0.636, 0.265, -0.177], [0.474, 0.858, 0.653], [-0.890, 0.022, 0.272], [0.673, -1.338, 3.302], [-2.062, -1.120, -2.017], [2.468, 0.753, 0.656], [-0.068, 1.763, 0.616], [-0.532, -0.088, -1.985], [0.077, -0.886, -0.658], [0.570, 0.750, -0.487], [-0.430, -0.370, 0.577], [-0.165, -0.309, -1.436], [-0.156, -0.014, -0.368], [0.047, 0.237, 0.129], [0.320, -0.034, 0.649], [0.035, 0.362, -0.102], [2.557, -0.980, -0.874], [-0.338, 0.767, -0.687], [-4.171, 1.020, 0.628], [-0.197, 2.233, -1.369], [2.318, -0.746, 2.276], [-0.073, 0.234, -0.903], [-1.011, -1.155, -0.956], [-0.013, 0.269, 0.020], [0.579, -1.026, 0.483], [-0.320, -0.157, -0.214], [0.539, -0.520, 0.599], [-0.109, -0.062, -0.260], [-0.019, -0.536, 0.203], [-0.317, 0.760, -0.140], [0.107, -0.032, 1.025], [0.146, -0.613, 2.544], [0.064, 0.898, -0.070], [-0.094, 0.153, 0.317], [0.625, -1.150, -1.122], [0.099, -1.045, 0.734], [1.504, 0.976, -0.264], [0.621, -0.189, 0.790], [-0.324, 0.371, -0.964], [-0.061, -0.105, 0.083], [0.218, 1.025, 0.146], [-1.094, -0.157, -0.556], [0.098, 0.657, -1.321], [-0.793, -0.994, -0.315], [-0.179, -0.184, 0.056], [-0.782, 0.420, -0.050], [-2.294, -1.540, -1.441], [0.049, -0.544, -4.464], [0.096, 2.808, 2.262], [0.624, -0.792, 0.989], [-1.557, -0.859, -3.564], [-1.722, 1.994, -0.570], [3.402, -2.557, 4.684], [1.476, -1.973, -1.465], [-0.457, 4.504, 4.974], [-0.656, 0.490, 4.667], [-0.760, -3.473, -3.838], [2.693, 1.921, -2.536], [0.554, 0.199, -1.654], [-0.235, -0.934, -0.201], [-0.175, -0.057, -0.057], [-0.262, 0.538, 0.347], [0.282, 0.110, 0.950], [-1.090, 0.049, 0.826], [0.674, -0.274, -0.113], [-2.236, -1.553, -1.313], [0.207, -1.181, -1.072], [-0.068, 1.157, -1.283], [0.553, -0.432, 0.052], [1.165, -0.226, 1.050], [0.111, 1.642, 0.520], [-0.387, -0.448, 0.889], [1.338, 0.908, 0.440], [-5.277, 4.365, -0.263], [4.069, -3.681, -1.937], [0.547, -0.741, 2.206], [-0.721, 0.252, -0.785], [0.808, -1.359, -0.331], [-0.299, 0.171, 0.061], [-0.198, -0.234, 0.210], [-0.222, 0.621, 1.879], [-0.264, 0.973, -0.534]],
  "charge": -2,
  "total_energy_ha": -10387.40151,
  "multiplicity": 2
}

---

(2)
{
  "formula": "C40H62BrN12",
  "method": "wB97M-V/def2-TZVPD",
  "elements": ["C", "C", "C", "C", "N", "C", "C", "C", "C", "C", "C", "Br", "N", "C", "N", "C", "N", "N", "H", "H", "H", "H", "H", "H", "H", "H", "H", "H", "H", "H", "H", "H", "H", "H", "H", "H", "H", "H", "H", "H", "H", "H", "H", "H", "H", "N", "C", "C", "C", "C", "H", "H", "H", "H", "H", "N", "C", "C", "C", "C", "H", "H", "H", "H", "H", "N", "C", "C", "C", "C", "H", "H", "H", "H", "H", "N", "C", "C", "C", "C", "H", "H", "H", "H", "H", "N", "C", "C", "C", "C", "H", "H", "H", "H", "H", "N", "C", "C", "C", "C", "H", "H", "H", "H", "H", "N", "C", "C", "C", "C", "H", "H", "H", "H", "H"],
  "xyz": [[5.339, 1.797, -1.959], [3.757, 1.941, -2.128], [3.138, 1.997, -0.657], [2.002, 3.132, -0.556], [0.836, 2.639, 0.216], [-0.243, 2.075, -0.611], [-1.327, 3.111, -1.104], [-2.235, 2.593, -2.296], [-3.510, 1.759, -1.864], [-3.223, 0.291, -1.351], [-2.827, -0.745, -2.483], [-2.615, -2.537, -1.593], [-1.429, 1.905, -3.399], [-1.657, 2.589, -4.706], [-3.077, 2.329, -5.057], [-0.065, 1.901, -3.026], [0.918, 2.474, -3.747], [0.251, 1.223, -1.759], [5.830, 1.554, -2.949], [5.547, 1.011, -1.183], [5.714, 2.807, -1.613], [3.568, 2.941, -2.610], [3.311, 1.079, -2.714], [2.633, 1.021, -0.379], [3.933, 2.165, 0.133], [1.759, 3.611, -1.546], [2.472, 3.953, 0.078], [0.492, 3.314, 0.898], [-0.792, 1.344, 0.066], [-2.015, 3.396, -0.250], [-0.815, 4.058, -1.480], [-2.638, 3.531, -2.798], [-4.221, 1.773, -2.745], [-4.028, 2.313, -1.031], [-2.489, 0.237, -0.496], [-4.205, -0.090, -0.920], [-3.630, -0.904, -3.257], [-1.838, -0.553, -2.975], [-1.021, 2.151, -5.536], [-1.445, 3.701, -4.653], [-3.317, 2.735, -5.960], [-3.280, 1.331, -5.010], [0.922, 3.500, -3.751], [1.671, 1.964, -4.208], [-0.397, 0.417, -1.769], [-5.047, -4.807, -1.246], [-5.854, -5.246, -2.261], [-6.444, -6.417, -1.857], [-5.981, -6.693, -0.546], [-5.123, -5.680, -0.195], [-4.484, -3.970, -1.267], [-5.936, -4.689, -3.181], [-7.134, -7.009, -2.439], [-6.247, -7.538, 0.071], [-4.560, -5.506, 0.709], [-3.048, -8.002, 1.263], [-3.434, -7.728, 2.548], [-2.571, -8.377, 3.397], [-1.627, -9.064, 2.594], [-1.945, -8.812, 1.282], [-3.506, -7.660, 0.433], [-4.286, -7.098, 2.747], [-2.614, -8.358, 4.475], [-0.806, -9.674, 2.938], [-1.484, -9.139, 0.363], [2.629, 3.996, 3.132], [2.821, 5.289, 3.541], [3.784, 5.284, 4.519], [4.193, 3.939, 4.704], [3.466, 3.167, 3.833], [1.978, 3.699, 2.429], [2.257, 6.098, 3.103], [4.155, 6.151, 5.043], [4.937, 3.577, 5.396], [3.470, 2.103, 3.652], [-0.081, 7.256, 1.379], [-0.171, 7.750, 2.654], [-0.300, 9.113, 2.571], [-0.293, 9.455, 1.195], [-0.160, 8.290, 0.483], [0.025, 6.288, 1.138], [-0.134, 7.090, 3.507], [-0.390, 9.789, 3.406], [-0.377, 10.445, 0.773], [-0.113, 8.108, -0.579], [-0.304, -2.602, -7.529], [-0.415, -2.090, -6.267], [-0.547, -0.727, -6.376], [-0.519, -0.409, -7.757], [-0.371, -1.587, -8.443], [-0.191, -3.577, -7.751], [-0.390, -2.735, -5.403], [-0.652, -0.036, -5.553], [-0.599, 0.573, -8.199], [-0.307, -1.790, -9.500], [3.135, 1.285, 6.708], [2.759, 1.559, 7.995], [3.614, 0.894, 8.837], [4.546, 0.197, 8.029], [4.227, 0.459, 6.720], [2.682, 1.636, 5.883], [1.916, 2.201, 8.200], [3.575, 0.909, 9.916], [5.359, -0.427, 8.367], [4.681, 0.129, 5.798], [1.206, -6.662, 2.342], [1.570, -6.643, 3.661], [2.898, -6.302, 3.730], [3.351, -6.102, 2.402], [2.285, -6.330, 1.568], [0.288, -6.887, 1.996], [0.855, -6.875, 4.435], [3.478, -6.205, 4.634], [4.347, -5.824, 2.092], [2.201, -6.284, 0.494]],
  "forces_ev_per_a": [[-0.743, 0.316, -0.599], [0.987, 0.000, 1.347], [-1.043, -0.081, -0.627], [1.508, 0.336, 1.472], [0.138, -0.039, -1.472], [-1.297, -0.094, 1.828], [0.111, 0.103, -0.594], [-1.822, 0.378, 1.001], [0.463, -0.036, -0.088], [-0.909, -0.464, -0.373], [-0.116, 0.033, 0.470], [0.279, 1.022, -0.539], [4.265, 2.976, 0.800], [-0.884, -0.620, -2.035], [0.728, 0.644, 0.770], [-1.631, -1.787, 1.249], [-0.718, 0.418, -0.175], [-1.608, 0.662, -2.364], [-0.426, 0.164, 1.242], [0.038, 0.757, -0.893], [-0.217, -1.276, -0.243], [0.044, -1.105, 0.114], [0.504, 1.088, 0.580], [0.684, 1.090, -0.460], [-0.864, 0.043, -1.033], [0.108, -0.625, 0.824], [-0.674, -0.766, -0.899], [-0.210, -0.243, -0.494], [0.691, 0.791, -0.859], [0.884, -0.285, -0.977], [-0.442, -1.048, 0.553], [0.449, -1.231, 0.518], [0.800, -0.245, 1.011], [0.591, -0.421, -0.826], [-0.649, 0.188, -0.987], [1.211, 0.425, -0.447], [0.906, 0.350, 0.869], [-1.079, -0.233, 0.407], [-0.100, 0.411, 1.416], [-0.407, -1.213, 0.110], [0.068, -0.349, 0.291], [0.158, 0.348, -0.456], [-0.204, -0.675, -0.911], [0.144, 0.191, 1.025], [0.537, 0.324, 0.301], [-0.087, -0.025, 0.034], [0.016, -0.040, 0.023], [-0.013, 0.119, -0.212], [0.126, -0.029, 0.175], [0.075, -0.011, 0.032], [-0.284, -0.258, -0.007], [-0.015, -0.067, 0.040], [0.042, 0.043, 0.044], [-0.013, 0.062, -0.026], [-0.074, 0.017, -0.021], [0.105, 0.017, 0.031], [-0.028, 0.009, -0.040], [-0.138, 0.175, 0.060], [0.174, -0.030, -0.142], [0.025, 0.036, -0.050], [-0.025, -0.043, 0.071], [0.031, -0.076, 0.030], [-0.011, -0.010, -0.071], [-0.056, 0.025, -0.030], [-0.036, -0.037, 0.075], [0.038, 0.082, -0.007], [-0.030, 0.106, 0.024], [-0.133, 0.119, -0.138], [-0.006, -0.172, -0.066], [0.033, -0.139, 0.069], [0.111, -0.085, 0.098], [0.069, 0.008, 0.058], [-0.026, -0.057, -0.041], [-0.071, 0.003, -0.030], [0.050, 0.058, -0.024], [-0.042, 0.023, 0.003], [0.022, 0.015, 0.150], [0.005, -0.179, 0.122], [0.000, -0.088, -0.220], [0.018, 0.084, -0.089], [-0.016, 0.112, 0.032], [-0.006, 0.078, -0.020], [0.006, -0.054, -0.053], [0.007, -0.070, 0.024], [0.012, 0.061, 0.060], [-0.072, 0.265, 0.091], [0.039, -0.155, 0.087], [-0.007, -0.136, 0.127], [-0.008, 0.070, -0.210], [0.032, -0.044, -0.013], [-0.019, 0.077, 0.019], [0.005, 0.055, -0.041], [-0.005, -0.072, 0.016], [0.009, -0.080, -0.020], [-0.001, 0.056, 0.069], [0.025, -0.088, 0.132], [-0.053, -0.016, 0.009], [-0.157, 0.138, 0.030], [0.107, -0.055, -0.173], [-0.005, -0.028, -0.047], [0.088, 0.079, 0.107], [0.061, -0.045, 0.018], [0.002, 0.008, -0.072], [-0.050, 0.044, -0.030], [-0.007, -0.013, 0.078], [0.052, 0.110, -0.004], [-0.030, -0.034, 0.009], [-0.138, -0.017, 0.153], [0.003, 0.047, -0.212], [-0.029, -0.004, -0.028], [0.056, -0.094, 0.105], [0.060, -0.002, -0.043], [-0.044, -0.014, -0.054], [-0.060, -0.032, 0.015], [0.042, -0.026, 0.064]],
  "charge": 1,
  "total_energy_ha": -4792.05674,
  "multiplicity": 1
}

---

(3)
{
  "formula": "CH3N4O",
  "method": "wB97M-V/def2-TZVPD",
  "elements": ["C", "N", "N", "N", "N", "O", "H", "H", "H"],
  "xyz": [[-2.272, 0.578, 0.066], [2.747, 0.719, 0.109], [0.459, 0.741, 0.299], [1.583, 0.729, 0.238], [-1.602, -0.335, 0.481], [-2.788, 1.473, -0.415], [3.681, 0.935, -0.440], [-0.379, 0.030, 0.485], [-1.807, -1.149, 0.898]],
  "forces_ev_per_a": [[-1.756, 1.032, -0.976], [0.615, 0.230, 0.343], [0.752, 1.742, 0.449], [4.867, 0.150, -2.184], [1.579, 1.096, -0.574], [-0.082, 0.273, 0.112], [-3.071, -0.414, 1.093], [-1.319, -0.645, 0.011], [-1.585, -3.465, 1.726]],
  "charge": 1,
  "multiplicity": 1,
  "de_lowest_ev": 2.022
}

---

Calculated max |F|, 10.52; 5.26; 5.34 eV Å⁻¹ (same order as the records).
Calculated molecular weight, 1686.2; 790.9; 87.1 u (same order as the records).